1.
DFT (wB97M-V/def2-TZVPD) results for one molecule with the formula C2H6O2Si.

Output
energy above the lowest of the compared OMol25 structures with the same formula, charge and spin = 449.8 kJ/mol
F_max = 2.188 eV Å⁻¹
Kohn-Sham gap = 11.1 eV
HOMO energy = -10.261 eV
LUMO level = 0.9 eV
SMILES string = C=C[SiH2]OO
total energy = -14140.4359 eV

Geometry as XYZ:
```
11
Properties=species:S:1:pos:R:3:forces:R:3
Si -0.557092 0.487372 0.500987 1.2787 -0.2377 0.0608
O -0.249754 -0.965418 2.584726 -0.2587 -0.3355 -0.3835
O 0.017698 -0.923960 1.161763 0.5352 -0.6847 0.4190
C -0.082972 -0.030326 -1.234559 1.8935 -0.0526 -0.7465
C 0.939114 0.602382 -1.868255 -1.3237 0.2656 1.7212
H 1.278958 1.609278 -1.554064 -0.2172 -0.6954 -0.2640
H 1.509257 0.107769 -2.605108 0.4318 -0.2606 -1.0712
H 0.047170 1.579703 1.380122 -0.2016 -0.2084 -1.0879
H -1.938628 0.468875 0.618113 -2.0867 0.3235 0.3158
H -0.704944 -1.822523 2.578581 0.0522 0.2394 0.4289
H -0.258809 -1.113152 -1.562306 -0.1036 1.6464 0.6073
```
Forces are in eV/Å.

Mulliken atomic charge list, values in e, 4 entries:
1 Si 0.5858
2 O -0.3737
3 O -0.1867
4 C -0.1803

***

2.
DFT (wB97M-V/def2-TZVPD) results for C2H6O2Tl as an isolated structure.

Output
energy above the lowest of the compared OMol25 structures with the same formula, charge and spin = 0.0 kJ/mol
spin multiplicity = 2
net charge = +2
F_max = 4.407 eV Å⁻¹
Kohn-Sham gap (spin up / spin down) = 12.8 / 6.8 eV
<S²> = 0.75
HOMO energy (spin up / spin down) = -21.365 / -21.050 eV
LUMO level (spin up / spin down) = -8.6 / -14.2 eV
total energy = -10938.8491 eV

Geometry as XYZ:
```
11
Properties=species:S:1:pos:R:3:forces:R:3
Tl -2.239685 0.705635 -2.404977 -0.2880 0.1101 -0.3370
O 0.829865 0.603745 -1.181447 -0.9282 0.7236 1.5758
O -1.415375 -0.418785 0.231133 2.4364 -0.0399 0.3317
C 0.867985 0.505155 0.210343 1.2079 2.0985 -1.4865
C -0.044775 -0.652395 0.627063 -3.5419 -2.6203 0.0930
H -1.848625 -0.008975 0.983423 -0.6204 0.2553 0.4763
H 1.274435 -0.121265 -1.626777 0.9019 -0.5170 -0.2143
H 1.884495 0.351605 0.572593 0.1832 -0.8506 0.1726
H 0.497165 1.395855 0.717523 -0.2184 0.2787 -0.6296
H -0.025905 -0.759915 1.711583 0.4599 0.3551 0.2115
H 0.220425 -1.600655 0.159543 0.4076 0.2066 -0.1935
```
Forces are in eV/Å.

Mulliken atomic charge list, values in e, 4 entries:
1 Tl 0.9654
2 O -0.2574
3 O -0.3242
4 C -0.2129

***

3.
DFT (wB97M-V/def2-TZVPD) results for C2H6O3 as an isolated structure.

Output
energy above the lowest of the compared OMol25 structures with the same formula, charge and spin = 475.2 kJ/mol
F_max = 3.979 eV Å⁻¹
Kohn-Sham gap = 9.2 eV
HOMO energy = -10.126 eV
LUMO level = -0.9 eV
total energy = -8309.5829 eV

Geometry as XYZ:
```
11
Properties=species:S:1:pos:R:3:forces:R:3
O -1.468335 0.769528 -0.619486 -0.1647 0.4581 0.9358
O 1.708447 1.318239 0.267566 -1.9721 -0.3997 1.2924
O 0.264390 0.759831 0.959183 3.3385 1.6406 0.2211
C -0.251568 0.221059 -0.167252 1.4234 -0.7959 -3.6292
C -0.320455 -1.305215 -0.151619 -0.2348 0.1682 0.4916
H 2.388899 1.467129 0.952820 -0.6710 -0.1872 0.4697
H 0.665125 -1.719948 0.062864 -0.0416 0.0477 -0.0297
H 0.557274 0.531755 -0.934686 -1.6668 -0.8705 0.4516
H -1.019076 -1.629006 0.623575 0.0107 -0.1031 -0.0454
H -0.672782 -1.670857 -1.117051 0.0365 0.1098 0.0923
H -1.851919 1.257485 0.124085 -0.0581 -0.0679 -0.2503
```
Forces are in eV/Å.

Mulliken atomic charge list, values in e, 4 entries:
1 O -0.4830
2 O -0.4065
3 O -0.2911
4 C 0.4854